Density functional theory data (the ωB97M-V functional and the def2-TZVPD basis) for a 22-piece molecular cluster, C80H213N9O44 overall.

frontier orbital gap: 0.320 Ha
highest occupied orbital energy: -8.593 eV
molar mass: 2005.60 g mol⁻¹
strongest force on any atom: 4.17 eV Å⁻¹
spin multiplicity: 1

Cartesian coordinates (Å):
C: 1.33 -5.36 -9.52
O: 1.79 -4.22 -8.86
C: 1.57 -4.21 -7.45
C: 2.22 -2.92 -6.79
N: 1.74 -1.70 -7.45
C: 2.37 -0.49 -6.90
C: 2.05 0.66 -7.92
O: 2.68 0.29 -9.17
C: 2.29 1.00 -10.33
H: 1.79 -6.25 -9.10
H: 1.50 -5.49 -10.59
H: 0.24 -5.42 -9.45
H: 1.88 -5.14 -6.99
H: 0.50 -4.16 -7.25
H: 3.30 -3.01 -6.84
H: 2.04 -2.92 -5.72
H: 1.95 -1.71 -8.44
H: 3.45 -0.60 -6.85
H: 1.96 -0.24 -5.92
H: 2.46 1.58 -7.51
H: 0.98 0.83 -8.03
H: 2.58 0.42 -11.21
H: 2.69 2.00 -10.50
H: 1.21 1.14 -10.34
C: 8.77 -7.32 5.80
O: 8.65 -6.24 4.86
C: 9.33 -5.08 5.30
C: 8.90 -3.91 4.40
N: 7.41 -3.82 4.45
C: 6.89 -2.89 3.43
C: 5.38 -2.43 3.61
O: 5.08 -1.41 2.65
C: 5.38 -0.08 3.18
H: 9.83 -7.52 6.00
H: 8.30 -8.23 5.45
H: 8.45 -7.07 6.81
H: 10.41 -5.15 5.15
H: 9.08 -4.89 6.34
H: 9.40 -4.09 3.45
H: 9.16 -2.93 4.80
H: 7.00 -4.72 4.25
H: 6.96 -3.34 2.44
H: 7.36 -1.91 3.48
H: 5.24 -2.10 4.64
H: 4.79 -3.34 3.48
H: 6.38 0.03 3.60
H: 4.69 0.27 3.95
H: 5.34 0.65 2.38
C: 9.91 -6.62 -1.63
O: 8.68 -6.34 -2.28
C: 7.66 -7.36 -2.17
C: 6.46 -6.82 -3.01
N: 5.91 -5.71 -2.29
C: 4.88 -4.92 -3.00
C: 4.60 -3.52 -2.41
O: 3.73 -3.59 -1.25
C: 3.32 -2.33 -0.74
H: 10.50 -5.70 -1.70
H: 10.41 -7.41 -2.18
H: 9.79 -6.82 -0.56
H: 7.41 -7.30 -1.11
H: 7.90 -8.35 -2.55
H: 5.66 -7.54 -3.14
H: 6.78 -6.46 -3.99
H: 6.79 -5.25 -2.13
H: 3.96 -5.42 -3.31
H: 5.33 -4.75 -3.97
H: 4.15 -2.90 -3.19
H: 5.55 -3.10 -2.09
H: 4.22 -1.81 -0.40
H: 2.57 -2.41 0.04
H: 2.88 -1.78 -1.57
C: 0.50 0.27 -2.53
O: -0.37 0.64 -1.36
C: -0.91 -0.49 -0.69
C: -1.96 -0.17 0.37
N: -1.39 0.08 1.67
C: -2.43 0.38 2.69
C: -1.75 1.31 3.79
O: -1.27 2.49 3.09
C: -0.18 3.11 3.77
H: 1.07 1.15 -2.84
H: -0.18 -0.03 -3.33
H: 1.16 -0.55 -2.25
H: -0.09 -1.13 -0.38
H: -1.44 -1.06 -1.45
H: -2.69 -0.97 0.39
H: -2.44 0.77 0.10
H: -0.78 0.89 1.65
H: -2.71 -0.61 3.05
H: -3.28 0.96 2.34
H: -0.96 0.80 4.35
H: -2.49 1.44 4.59
H: 0.64 2.40 3.81
H: -0.44 3.51 4.75
H: 0.18 3.99 3.23
C: 5.75 1.88 -6.58
O: 5.55 1.70 -5.18
C: 4.56 2.61 -4.59
C: 4.12 1.95 -3.31
N: 4.94 2.29 -2.15
C: 4.43 1.75 -0.86
C: 3.27 2.64 -0.36
O: 3.09 2.43 0.97
C: 2.42 1.34 1.34
H: 5.53 2.83 -7.06
H: 5.28 1.04 -7.11
H: 6.81 1.68 -6.69
H: 3.74 2.69 -5.30
H: 5.01 3.57 -4.34
H: 3.98 0.87 -3.41
H: 3.14 2.38 -3.11
H: 5.81 1.82 -2.34
H: 5.28 1.89 -0.19
H: 4.03 0.74 -0.99
H: 2.29 2.49 -0.82
H: 3.44 3.71 -0.50
H: 1.50 1.19 0.78
H: 2.14 1.33 2.39
H: 3.05 0.47 1.16
C: 1.88 8.54 2.69
O: 0.84 8.88 1.84
C: -0.45 8.36 2.24
C: -1.03 9.08 3.42
N: -2.50 8.68 3.59
C: -2.77 7.26 3.67
C: -1.91 6.38 4.72
O: -2.19 6.74 6.08
C: -2.55 5.69 6.91
H: 1.74 8.79 3.74
H: 2.82 9.00 2.37
H: 1.97 7.46 2.67
H: -0.35 7.28 2.39
H: -1.16 8.35 1.41
H: -0.87 10.06 2.98
H: -0.39 8.94 4.30
H: -2.81 9.09 4.45
H: -2.57 6.82 2.69
H: -3.84 7.14 3.86
H: -0.86 6.55 4.45
H: -2.18 5.37 4.43
H: -2.60 6.03 7.94
H: -1.83 4.87 6.94
H: -3.51 5.28 6.59
C: -1.30 -3.80 -0.40
O: -0.62 -4.49 -1.46
C: 0.53 -5.23 -0.98
C: 1.40 -5.58 -2.22
N: 0.88 -6.74 -2.93
C: 1.53 -6.95 -4.18
C: 0.82 -8.08 -4.92
O: 1.05 -9.26 -4.13
C: 0.61 -10.50 -4.72
H: -0.59 -3.11 0.06
H: -1.60 -4.41 0.46
H: -2.15 -3.20 -0.73
H: 0.14 -6.12 -0.49
H: 1.16 -4.67 -0.28
H: 2.38 -5.84 -1.80
H: 1.53 -4.72 -2.88
H: 1.00 -7.57 -2.38
H: 2.58 -7.24 -4.08
H: 1.51 -6.06 -4.81
H: 1.20 -8.18 -5.93
H: -0.26 -7.91 -5.00
H: 1.36 -11.00 -5.33
H: -0.32 -10.39 -5.26
H: 0.37 -11.17 -3.89
C: -4.40 1.09 -10.06
O: -3.34 1.10 -9.19
C: -3.09 2.47 -8.86
C: -1.99 2.77 -7.87
N: -2.31 2.28 -6.51
C: -1.42 2.92 -5.50
C: 0.12 2.60 -5.75
O: 0.95 2.96 -4.69
C: 1.29 4.37 -4.68
H: -4.54 0.08 -10.45
H: -4.20 1.75 -10.90
H: -5.32 1.36 -9.53
H: -3.97 2.97 -8.48
H: -2.69 2.95 -9.75
H: -1.76 3.83 -7.93
H: -1.12 2.25 -8.26
H: -2.17 1.28 -6.53
H: -1.61 2.65 -4.46
H: -1.62 3.99 -5.54
H: 0.44 3.07 -6.68
H: 0.32 1.55 -5.93
H: 1.73 4.58 -5.66
H: 2.05 4.67 -3.96
H: 0.38 4.89 -4.38
C: -4.39 3.60 3.81
O: -5.03 4.43 2.86
C: -4.99 3.98 1.51
C: -3.58 4.07 0.70
N: -3.88 4.12 -0.71
C: -2.77 4.75 -1.48
C: -1.40 4.13 -1.17
O: -0.71 4.96 -0.21
C: 0.53 4.43 0.24
H: -4.47 4.11 4.77
H: -3.32 3.62 3.58
H: -4.76 2.58 3.76
H: -5.71 4.50 0.88
H: -5.44 2.98 1.54
H: -2.88 3.28 0.96
H: -3.00 4.93 1.02
H: -4.69 4.70 -0.81
H: -2.78 5.83 -1.33
H: -2.97 4.63 -2.55
H: -0.88 4.03 -2.13
H: -1.49 3.16 -0.70
H: 0.89 4.96 1.12
H: 1.33 4.69 -0.46
H: 0.57 3.34 0.32
C: -2.94 -3.47 5.65
C: -2.63 -4.54 4.64
O: -2.25 -4.08 3.39
O: -1.77 -2.72 6.00
H: -3.49 -3.75 6.55
H: -3.53 -2.75 5.09
H: -3.52 -5.11 4.37
H: -1.85 -5.25 4.94
H: -1.60 -3.39 3.54
H: -2.04 -2.09 6.67
C: -3.81 1.51 -3.22
C: -4.75 0.51 -3.98
O: -5.94 1.16 -4.38
O: -4.08 1.66 -1.85
H: -3.82 2.53 -3.60
H: -2.76 1.23 -3.23
H: -4.90 -0.38 -3.37
H: -4.26 0.17 -4.89
H: -6.16 1.61 -3.56
H: -3.81 2.56 -1.65
C: 1.13 6.64 6.53
C: 1.02 5.83 7.84
O: 0.83 6.78 8.82
O: 2.36 7.29 6.50
H: 0.34 7.38 6.47
H: 1.09 6.08 5.60
H: 1.82 5.15 8.15
H: 0.11 5.24 7.93
H: 1.64 7.29 8.73
H: 3.03 6.74 6.09
C: -7.00 0.32 3.05
C: -8.01 1.55 3.03
O: -9.35 1.02 2.84
O: -6.98 -0.24 4.33
H: -6.02 0.60 2.67
H: -7.35 -0.53 2.46
H: -7.82 2.13 2.13
H: -7.86 2.25 3.85
H: -10.06 1.65 2.97
H: -7.81 -0.70 4.45
C: -2.23 -5.48 -4.60
C: -2.88 -6.36 -3.49
O: -3.95 -7.19 -4.08
O: -1.17 -4.70 -4.03
H: -2.87 -4.81 -5.18
H: -1.76 -6.14 -5.33
H: -3.37 -5.71 -2.76
H: -2.18 -6.95 -2.90
H: -4.79 -6.75 -3.92
H: -0.68 -5.22 -3.39
C: 1.73 1.75 6.81
C: 2.89 1.40 5.81
O: 3.48 0.21 6.23
O: 0.74 0.76 6.74
H: 1.13 2.64 6.63
H: 2.09 1.71 7.84
H: 3.65 2.17 5.95
H: 2.55 1.43 4.77
H: 4.41 0.42 6.34
H: 1.19 -0.07 6.55
C: -2.56 1.09 7.87
C: -2.32 -0.08 8.81
O: -2.66 -1.29 8.18
O: -3.93 1.51 8.02
H: -2.40 0.80 6.84
H: -1.88 1.90 8.15
H: -2.94 -0.12 9.70
H: -1.29 -0.18 9.16
H: -3.52 -1.57 8.49
H: -4.49 0.88 7.56
C: 0.96 -1.67 3.17
C: 1.67 -2.19 4.44
O: 0.96 -1.82 5.58
O: -0.37 -2.12 3.02
H: 1.54 -1.95 2.29
H: 0.93 -0.59 3.30
H: 2.66 -1.78 4.59
H: 1.86 -3.26 4.34
H: 0.06 -2.14 5.47
H: -0.83 -1.37 2.62
C: -6.14 -2.90 1.46
C: -5.48 -3.68 0.38
O: -6.49 -4.34 -0.33
O: -6.56 -3.71 2.58
H: -7.03 -2.31 1.22
H: -5.34 -2.20 1.70
H: -4.66 -4.29 0.75
H: -5.10 -2.93 -0.32
H: -6.76 -5.15 0.11
H: -7.50 -3.89 2.46
C: 3.38 4.82 3.52
C: 4.49 3.80 3.18
O: 5.54 4.04 4.08
O: 2.61 4.50 4.68
H: 2.78 5.06 2.64
H: 3.79 5.81 3.73
H: 4.86 3.87 2.16
H: 4.07 2.80 3.32
H: 6.28 3.56 3.69
H: 3.19 4.48 5.45
C: -2.12 -2.39 -7.90
C: -1.68 -1.89 -6.52
O: -0.82 -0.81 -6.71
O: -3.08 -1.59 -8.58
H: -2.61 -3.35 -7.71
H: -1.28 -2.61 -8.55
H: -1.25 -2.75 -6.00
H: -2.58 -1.54 -6.01
H: 0.06 -1.13 -6.92
H: -2.63 -0.83 -8.96
C: -7.30 1.95 7.77
C: -6.82 3.32 7.23
O: -5.65 3.62 7.97
O: -6.47 0.89 7.31
H: -8.27 1.64 7.39
H: -7.34 1.87 8.85
H: -7.59 4.08 7.39
H: -6.63 3.15 6.17
H: -5.05 2.87 7.96
H: -6.83 0.51 6.50
C: -7.05 0.34 -0.96
C: -7.67 1.70 -1.32
O: -6.79 2.39 -2.02
O: -5.91 0.47 -0.19
H: -6.70 -0.36 -1.72
H: -7.63 -0.19 -0.21
H: -7.92 2.23 -0.40
H: -8.57 1.56 -1.91
H: -5.95 2.30 -1.58
H: -5.16 0.67 -0.75